This record from the Open Molecules 2025 dataset describes 7 unconnected molecules or ions with the total composition C5H24O7 in a non-equilibrium geometry. The level of theory is ωB97M-V with the def2-TZVPD basis set.

The geometry in XYZ format:
```
36
Properties=species:S:1:pos:R:3:forces:R:3
H 1.526912 0.315264 -3.238731 0.42 0.01 0.13
H 6.032549 -1.657570 -2.446251 0.41 -0.06 0.08
H -0.585107 1.676564 -0.052686 0.88 0.28 -0.30
H 1.968683 -0.521279 -0.567887 0.41 0.34 0.55
H -3.423197 0.035979 -2.085612 -0.32 -0.19 0.03
O 2.633674 -0.288374 0.116025 -1.71 -0.01 -0.07
H 0.233237 1.499654 -3.155090 -0.22 0.35 -0.15
H 1.292738 1.177356 3.681148 0.72 -0.37 -0.08
H -0.052948 -0.167911 -3.827155 0.12 0.60 0.47
O -2.692558 0.598598 -1.841272 0.06 0.90 0.71
H -2.982932 1.074187 -1.021790 0.30 -0.79 -0.80
H 0.353752 -0.985063 2.109828 0.27 0.45 0.38
H 4.334846 -1.323241 -2.638355 0.45 0.35 0.06
O 5.070534 -0.653891 -0.876587 0.47 -0.08 0.32
H 2.213632 -0.486023 3.655947 -0.74 0.86 0.38
O -1.308630 1.289607 0.417160 -0.94 -0.14 0.64
O -4.809091 0.656411 0.412788 -0.25 -0.16 -0.02
H -0.989894 1.092704 1.305907 0.22 -0.10 0.02
H 2.136010 0.396259 2.191957 -0.51 0.70 0.43
H 3.479278 -0.602715 -0.185509 0.69 -0.17 -0.39
O 0.169373 -0.038461 -1.717392 0.60 0.61 -1.36
H -4.034714 -1.891162 1.678633 -0.05 0.90 0.03
C 1.567280 0.266663 3.132981 -0.16 -1.51 -0.97
H -2.754529 -0.867858 0.978416 -1.30 0.46 0.45
H -3.985993 1.148434 2.228155 -0.10 0.13 0.20
O 0.267341 -0.330552 2.825169 0.32 0.04 -0.22
H -5.648601 1.129981 0.388366 0.19 -0.04 0.08
C -3.566034 -0.882461 1.774216 2.14 -1.59 -0.26
H -5.405672 0.063628 2.327258 -0.03 0.13 0.02
H 5.850705 -0.847575 -0.351551 0.07 0.03 -0.14
C -4.498261 0.303994 1.770323 0.44 -0.12 -0.34
H 5.498933 0.010685 -2.780858 0.24 0.39 -0.25
C 5.284766 -0.900982 -2.252050 -1.20 -0.75 -0.21
H -0.753094 0.205878 -1.561224 -0.33 -0.29 0.11
C 0.471738 0.452877 -3.063921 -0.58 -1.48 0.72
H -2.894731 -0.949597 2.669650 -0.98 0.31 -0.25
```
Positions in Å, forces in eV/Å.

Output
HOMO-LUMO gap: 10.53 eV
energy above the lowest of the compared OMol25 structures with the same formula, charge and spin: 122.0 kJ/mol
E_HOMO: -9.87 eV
E_tot: -19905.2491 eV
LUMO level: 0.661 eV
spin multiplicity: 1

Results of the Löwdin charge analysis, in e, for atoms 1 through 5:
1. H 0.059
2. H 0.078
3. H 0.034
4. H 0.026
5. H 0.039